This record from OMol25 describes C35H35BHfN9O3S3 as an isolated structure. The level of theory is ωB97M-V/def2-TZVPD.

**Spin multiplicity**: 1
**Molecular weight**: 915.23 g mol⁻¹
**Gap between HOMO and LUMO**: 6.83 eV
**Maximum force**: 0.0383 hartree/bohr
**E**: -3340.87166 a.u.
**Total charge**: +1

The geometry in XYZ format:
```
87
C35H35BHfN9O3S3 (ωB97M-V/def2-TZVPD)
Hf -0.0983 0.3341 0.2278
O -1.5017 1.8420 3.7303
C -1.1660 1.7934 2.5540
N -1.5601 0.9256 1.6214
C -2.6272 0.0306 2.0111
C -2.9622 -0.8748 0.8655
C -4.0943 -1.6855 0.8836
C -4.3028 -2.5661 -0.1617
C -3.3833 -2.5992 -1.2042
C -2.3067 -1.7324 -1.1663
N -2.0964 -0.8915 -0.1527
C -0.3315 2.8843 1.9331
C -0.3326 4.1405 2.5298
C 0.2352 5.2068 1.8551
C 0.7558 4.9743 0.5904
C 0.7397 3.6855 0.0826
N 0.2385 2.6412 0.7420
H -2.3480 -0.5778 2.8886
H -3.5111 0.6116 2.3158
H -4.7849 -1.6194 1.7096
H -5.1578 -3.2231 -0.1602
H -3.4952 -3.2882 -2.0241
H -1.5624 -1.7119 -1.9549
H -0.8050 4.2461 3.4943
H 0.2379 6.1969 2.2847
H 1.1585 5.7802 -0.0015
H 1.1114 3.4900 -0.9121
C 4.3164 0.1664 0.9970
C 2.9461 -0.3404 0.6294
O 2.0110 0.5072 0.6320
C 2.7840 -1.7183 0.2955
C 3.9074 -2.5818 0.2116
C 3.7835 -3.8973 -0.1336
C 2.5165 -4.4348 -0.3988
C 1.4070 -3.6386 -0.3273
C 1.4917 -2.2617 -0.0048
O 0.3924 -1.5771 0.0154
H 4.2539 1.2103 1.2929
H 4.9845 0.0808 0.1434
H 4.7258 -0.4170 1.8173
H 4.8955 -2.1970 0.4051
H 4.6554 -4.5275 -0.2147
H 2.4166 -5.4773 -0.6653
H 0.4223 -4.0273 -0.5402
C 3.4039 2.3787 -1.7764
N 2.3059 2.5357 -2.6886
C 2.0906 3.5816 -3.5503
C 1.0096 3.2551 -4.3008
N 0.5661 2.0259 -3.9192
B -0.3566 1.1229 -4.7583
N -1.6303 0.6479 -3.9842
C -2.5158 -0.1300 -4.6727
C -3.6584 -0.2409 -3.9530
N -3.4637 0.4633 -2.7934
C -4.4748 0.7698 -1.8230
C -2.2030 0.9834 -2.8266
S -1.5615 1.8984 -1.5255
C 1.3502 1.6028 -2.9275
S 1.2299 0.1110 -2.1171
H 3.9697 3.3076 -1.7183
H 4.0514 1.5708 -2.1243
H 3.0209 2.1150 -0.7882
H 2.7259 4.4420 -3.5641
H 0.5399 3.7964 -5.0943
H -0.7449 1.7671 -5.6779
H 0.2678 0.1521 -5.0515
H -2.2532 -0.5311 -5.6284
H -4.5707 -0.7565 -4.1655
H -5.0936 -0.1088 -1.6443
H -5.1047 1.5872 -2.1821
H -3.9931 1.0862 -0.8979
N 1.9838 1.1361 3.2946
C 1.3830 -0.0614 3.4553
N 0.5509 -0.6173 2.6240
C 0.1919 -1.8794 3.0711
C -0.6951 -2.7614 2.4619
C -0.9419 -3.9889 3.0434
C -0.3192 -4.3688 4.2272
C 0.5606 -3.5098 4.8579
C 0.7999 -2.2778 4.2759
S 1.8450 -1.0109 4.8556
H 1.6109 1.7738 2.6090
H 2.4214 1.5380 4.1077
H -1.1616 -2.4945 1.5309
H -1.6284 -4.6698 2.5663
H -0.5191 -5.3388 4.6564
H 1.0506 -3.7840 5.7796
```